1.
Molecular formula: H38O19
Method: DFT, wB97M-V/def2-TZVPD

The LUMO energy is -0.118 eV. For the HOMO energy, the calculation gives -10.777 eV. The value obtained for the HOMO-LUMO gap is 10.7 eV. Its strongest force on any atom is 4.83 eV/Å.

Last columns: bonded neighbours and bond lengths (Å).
Element x y z (Å)
1 O -1.03 1.61 4.80  H2 0.966, H3 0.989
2 H -0.13 1.70 4.47  O1 0.966
3 H -1.34 0.71 4.55  O1 0.989
4 O -2.12 -0.48 0.31  H5 0.959, H6 0.938
5 H -2.58 -0.45 -0.53  O4 0.959
6 H -2.67 -0.51 1.07  O4 0.938
7 O 3.97 -0.03 -1.32  H8 0.957, H9 0.944
8 H 3.16 -0.03 -0.81  O7 0.957
9 H 3.87 -0.55 -2.10  O7 0.944
10 O -1.13 -1.96 -3.74  H11 0.973, H12 0.981
11 H -0.88 -2.67 -4.35  O10 0.973
12 H -0.66 -2.29 -2.94  O10 0.981
13 O -0.84 -0.75 3.32  H14 0.944, H15 0.954
14 H -0.43 0.00 2.91  O13 0.944
15 H -0.11 -1.32 3.56  O13 0.954
16 O -3.65 -1.10 -2.28  H17 0.968, H18 0.972
17 H -4.35 -0.54 -2.63  O16 0.968
18 H -4.00 -2.01 -2.19  O16 0.972
19 O 4.36 -2.17 0.50  H20 0.968, H21 0.946
20 H 5.13 -1.60 0.35  O19 0.968
21 H 4.43 -3.08 0.23  O19 0.946
22 O -3.74 1.80 2.85  H23 0.948, H24 0.961
23 H -3.20 1.89 3.61  O22 0.948
24 H -3.40 2.56 2.36  O22 0.961
25 O -0.72 1.76 0.67  H26 0.967, H27 0.992
26 H -1.66 1.52 0.58  O25 0.967
27 H -0.50 2.64 0.26  O25 0.992
28 O 1.40 -2.82 -1.67  H29 0.968, H30 0.943
29 H 2.18 -3.08 -2.18  O28 0.968
30 H 1.38 -2.19 -0.96  O28 0.943
31 O -2.87 -3.50 -1.50  H32 0.944, H33 0.959
32 H -3.08 -3.22 -2.38  O31 0.944
33 H -2.61 -2.78 -0.93  O31 0.959
34 O -0.75 -4.37 1.74  H35 0.975, H36 0.955
35 H -1.39 -3.95 1.13  O34 0.975
36 H -1.18 -4.26 2.59  O34 0.955
37 O 1.52 1.33 2.85  H38 0.970, H39 0.955
38 H 0.85 1.64 2.21  O37 0.970
39 H 2.26 1.92 2.76  O37 0.955
40 O 1.25 1.43 -2.20  H41 0.966, H42 1.039
41 H 1.71 1.00 -2.94  O40 0.966
42 H 1.34 0.97 -1.28  O40 1.039
43 O -1.99 2.66 -3.30  H44 0.950, H45 0.983
44 H -1.84 2.73 -4.24  O43 0.950
45 H -1.18 2.35 -2.84  O43 0.983
46 O -0.15 4.08 -0.37  H47 0.959, H48 0.982
47 H -0.78 3.95 -1.08  O46 0.959
48 H 0.78 3.88 -0.60  O46 0.982
49 O 1.49 0.12 -0.05  H50 1.004, H51 0.977
50 H 0.50 0.02 -0.08  O49 1.004
51 H 1.34 0.82 0.62  O49 0.977
52 O 2.72 3.40 -1.67  H53 0.945, H54 0.931
53 H 2.95 3.71 -2.53  O52 0.945
54 H 2.24 2.69 -1.30  O52 0.931
55 O 1.69 -1.15 2.34  H56 0.969, H57 0.963
56 H 2.54 -1.44 2.72  O55 0.969
57 H 1.94 -0.59 1.61  O55 0.963

***

2.
Molecular formula: H38O19
Method: DFT, wB97M-V/def2-TZVPD

The LUMO energy is -0.223 eV. For the HOMO energy, the calculation gives -10.288 eV. The value obtained for the HOMO-LUMO gap is 10.1 eV. Its strongest force on any atom is 3.31 eV/Å.

Last columns: bonded neighbours and bond lengths (Å).
Element x y z (Å)
1 O -2.49 1.49 -0.09  H2 0.975, H3 0.971
2 H -3.20 0.82 -0.18  O1 0.975
3 H -2.87 2.18 -0.66  O1 0.971
4 O -2.73 1.52 -3.30  H5 0.977, H6 0.958
5 H -2.29 2.40 -3.31  O4 0.977
6 H -1.99 0.96 -3.52  O4 0.958
7 O -1.33 -1.51 1.31  H8 0.977, H9 1.013
8 H -2.24 -1.87 1.38  O7 0.977
9 H -1.49 -1.08 2.21  O7 1.013
10 O -0.32 -0.49 -3.95  H11 0.964, H12 0.962
11 H 0.43 -0.70 -3.38  O10 0.964
12 H -0.06 0.07 -4.69  O10 0.962
13 O -1.56 2.61 2.82  H14 0.967, H15 0.959
14 H -2.33 2.67 2.24  O13 0.967
15 H -1.49 3.41 3.33  O13 0.959
16 O 2.17 2.71 0.59  H17 0.974, H18 0.974
17 H 1.76 2.98 -0.25  O16 0.974
18 H 2.22 1.76 0.37  O16 0.974
19 O 3.16 -2.96 -1.00  H20 0.967, H21 0.959
20 H 2.50 -3.00 -0.31  O19 0.967
21 H 3.10 -3.74 -1.56  O19 0.959
22 O -0.52 3.14 -3.52  H23 0.960, H24 0.957
23 H -0.54 2.21 -3.29  O22 0.960
24 H 0.19 3.60 -3.08  O22 0.957
25 O -0.04 -0.39 -0.66  H26 0.956, H27 0.954
26 H 0.57 -0.76 -0.03  O25 0.956
27 H -0.92 -0.76 -0.55  O25 0.954
28 O 2.20 2.22 -2.61  H29 0.968, H30 0.982
29 H 2.66 2.72 -1.92  O28 0.968
30 H 2.88 1.51 -2.66  O28 0.982
31 O -2.29 -1.86 -3.04  H32 0.982, H33 0.958
32 H -1.92 -1.00 -3.34  O31 0.982
33 H -1.58 -2.50 -3.10  O31 0.958
34 O -0.90 -1.33 3.98  H35 1.017, H36 0.993
35 H -1.60 -1.03 4.66  O34 1.017
36 H -0.57 -0.46 3.64  O34 0.993
37 O 0.69 -3.53 -0.13  H38 0.986, H39 0.965
38 H -0.19 -3.09 -0.25  O37 0.986
39 H 0.42 -3.89 0.72  O37 0.965
40 O 1.03 1.20 3.45  H41 0.956, H42 0.954
41 H 1.75 0.72 3.05  O40 0.956
42 H 1.18 2.10 3.70  O40 0.954
43 O 2.37 -1.63 4.53  H44 0.960, H45 0.956
44 H 1.45 -1.41 4.37  O43 0.960
45 H 2.83 -1.58 3.69  O43 0.956
46 O 3.86 0.15 -0.75  H47 0.960, H48 0.971
47 H 4.76 -0.20 -0.78  O46 0.960
48 H 3.31 -0.63 -0.94  O46 0.971
49 O -3.65 -2.01 -0.43  H50 0.958, H51 0.972
50 H -2.93 -1.56 0.01  O49 0.958
51 H -3.53 -1.81 -1.38  O49 0.972
52 O 0.96 -2.54 2.28  H53 0.969, H54 0.977
53 H 0.52 -3.28 2.72  O52 0.969
54 H 0.21 -2.06 1.87  O52 0.977
55 O -0.80 3.34 0.45  H56 0.975, H57 0.967
56 H -0.37 3.42 1.32  O55 0.975
57 H -0.68 2.38 0.44  O55 0.967

***

3.
Molecular formula: H38O19
Method: DFT, wB97M-V/def2-TZVPD

The LUMO energy is -0.621 eV. For the HOMO energy, the calculation gives -10.924 eV. The value obtained for the HOMO-LUMO gap is 10.3 eV. Its strongest force on any atom is 13.43 eV/Å.

Last columns: bonded neighbours and bond lengths (Å).
Element x y z (Å)
1 O -2.66 0.36 -2.97  H2 1.011, H3 1.087
2 H -2.65 1.27 -3.40  O1 1.011
3 H -3.62 0.11 -2.54  O1 1.087
4 O -1.70 3.59 1.49  H5 0.949, H6 0.887
5 H -1.03 2.97 1.25  O4 0.949
6 H -1.21 4.20 1.92  O4 0.887
7 O 1.46 -2.78 0.62  H8 0.962, H9 1.052
8 H 0.82 -2.53 1.29  O7 0.962
9 H 0.98 -3.48 -0.01  O7 1.052
10 O 3.60 3.18 0.95  H11 0.991, H12 0.890
11 H 3.13 2.42 0.52  O10 0.991
12 H 2.98 3.81 0.84  O10 0.890
13 O 1.69 -2.39 -2.41  H14 0.983, H15 0.997
14 H 0.79 -2.61 -2.73  O13 0.983
15 H 1.73 -2.42 -1.41  O13 0.997
16 O -3.84 1.67 1.90  H17 0.980, H18 0.883
17 H -4.05 2.46 2.44  O16 0.980
18 H -3.35 1.10 2.37  O16 0.883
19 O -0.68 -1.94 -4.72  H20 1.007, H21 0.934
20 H -1.02 -2.39 -3.89  O19 1.007
21 H -1.04 -1.07 -4.71  O19 0.934
22 O 1.38 1.58 1.52  H23 1.130, H24 0.961
23 H 2.11 1.43 2.36  O22 1.130
24 H 0.87 2.36 1.74  O22 0.961
25 O -0.10 -0.68 0.13  H26 1.000, H27 1.075
26 H 0.58 -1.38 0.33  O25 1.000
27 H 0.12 0.21 -0.43  O25 1.075
28 O 3.42 0.04 -1.28  H29 1.001, H30 0.964
29 H 4.18 0.48 -1.75  O28 1.001
30 H 3.11 -0.78 -1.68  O28 0.964
31 O 0.96 3.62 -0.07  H32 1.075, H33 0.998
32 H 1.08 2.86 -0.82  O31 1.075
33 H 1.58 4.20 -0.60  O31 0.998
34 O -3.74 -1.46 0.95  H35 0.821, H36 1.033
35 H -4.31 -0.92 0.70  O34 0.821
36 H -3.19 -1.00 1.68  O34 1.033
37 O 3.60 -1.37 1.72  H38 1.045, H39 0.972
38 H 3.10 -1.37 2.64  O37 1.045
39 H 3.33 -0.45 1.55  O37 0.972
40 O 1.70 2.02 -2.75  H41 0.899, H42 1.020
41 H 2.42 1.64 -2.36  O40 0.899
42 H 0.90 1.50 -2.39  O40 1.020
43 O -1.66 -3.56 1.22  H44 0.980, H45 0.875
44 H -1.23 -3.12 1.99  O43 0.980
45 H -2.37 -3.12 0.96  O43 0.875
46 O -1.90 -2.69 -2.29  H47 1.128, H48 0.999
47 H -1.97 -1.57 -2.23  O46 1.128
48 H -1.41 -2.80 -1.42  O46 0.999
49 O -1.88 1.01 3.92  H50 1.000, H51 0.954
50 H -1.38 1.48 3.19  O49 1.000
51 H -1.70 0.07 3.81  O49 0.954
52 O -0.38 1.33 -1.29  H53 1.073, H54 0.995
53 H -0.85 0.40 -1.55  O52 1.073
54 H -0.92 1.90 -0.67  O52 0.995
55 O 0.86 -1.84 3.06  H56 1.004, H57 0.981
56 H 0.93 -1.22 2.27  O55 1.004
57 H 1.79 -2.12 3.15  O55 0.981

***

4.
Molecular formula: H38O19
Method: DFT, wB97M-V/def2-TZVPD

The LUMO energy is -0.448 eV. For the HOMO energy, the calculation gives -10.100 eV. The value obtained for the HOMO-LUMO gap is 9.7 eV. Its strongest force on any atom is 3.08 eV/Å.

Last columns: bonded neighbours and bond lengths (Å).
Element x y z (Å)
1 O 0.72 -1.28 0.80  H2 0.969, H3 0.955
2 H 1.57 -1.26 0.34  O1 0.969
3 H 0.88 -1.23 1.74  O1 0.955
4 O 1.05 0.51 -3.70  H5 0.921, H6 0.942
5 H 0.21 0.43 -4.08  O4 0.921
6 H 1.06 1.39 -3.35  O4 0.942
7 O 3.30 2.59 2.01  H8 0.966, H9 0.965
8 H 4.14 2.14 1.86  O7 0.966
9 H 3.37 3.41 1.51  O7 0.965
10 O -4.25 0.05 -0.48  H11 1.003, H12 0.957
11 H -3.50 -0.31 0.09  O10 1.003
12 H -4.28 -0.62 -1.16  O10 0.957
13 O -2.36 -0.32 3.26  H14 0.958, H15 0.972
14 H -2.09 -0.95 3.93  O13 0.958
15 H -2.42 0.45 3.85  O13 0.972
16 O 4.48 0.51 0.08  H17 0.975, H18 0.976
17 H 5.36 0.71 -0.29  O16 0.975
18 H 4.77 -0.40 0.31  O16 0.976
19 O -1.90 2.56 2.86  H20 0.942, H21 0.947
20 H -2.22 1.68 2.74  O19 0.942
21 H -2.14 3.38 2.45  O19 0.947
22 O -0.76 -3.38 3.94  H23 0.965, H24 0.967
23 H -1.45 -3.40 3.28  O22 0.965
24 H 0.04 -3.56 3.43  O22 0.967
25 O -3.68 -2.81 -2.50  H26 0.962, H27 0.974
26 H -3.65 -2.07 -1.88  O25 0.962
27 H -3.59 -2.16 -3.22  O25 0.974
28 O -1.94 -4.33 0.21  H29 0.956, H30 0.964
29 H -1.04 -4.00 0.20  O28 0.956
30 H -2.39 -4.33 -0.64  O28 0.964
31 O -1.74 -0.52 0.01  H32 0.969, H33 0.967
32 H -1.10 -1.22 0.20  O31 0.969
33 H -1.73 -0.03 0.85  O31 0.967
34 O -0.13 2.28 -2.45  H35 0.962, H36 0.976
35 H -0.69 3.01 -2.74  O34 0.962
36 H 0.70 2.62 -2.06  O34 0.976
37 O -2.34 -0.64 -2.36  H38 0.960, H39 0.959
38 H -1.48 -0.61 -1.94  O37 0.960
39 H -2.74 0.18 -2.06  O37 0.959
40 O -2.78 3.09 -1.08  H41 0.964, H42 0.956
41 H -3.52 3.46 -0.60  O40 0.964
42 H -2.85 2.15 -0.91  O40 0.956
43 O 1.99 3.51 -0.58  H44 0.966, H45 0.997
44 H 1.10 3.69 -0.25  O43 0.966
45 H 1.95 2.52 -0.55  O43 0.997
46 O 3.54 -0.69 -2.24  H47 0.968, H48 0.928
47 H 3.80 0.03 -1.65  O46 0.968
48 H 3.05 -1.41 -1.91  O46 0.928
49 O 3.22 -3.09 -0.54  H50 0.959, H51 0.973
50 H 3.96 -2.91 0.05  O49 0.959
51 H 3.22 -4.04 -0.30  O49 0.973
52 O 1.16 1.05 -0.65  H53 0.975, H54 0.962
53 H 1.13 0.87 0.31  O52 0.975
54 H 0.47 0.51 -1.05  O52 0.962
55 O 1.57 0.62 2.02  H56 0.996, H57 0.975
56 H 1.80 1.58 2.02  O55 0.996
57 H 1.16 0.58 2.90  O55 0.975

***

Repeat the first record exactly.
Molecular formula: H38O19
Method: DFT, wB97M-V/def2-TZVPD

The LUMO energy is -0.118 eV. For the HOMO energy, the calculation gives -10.777 eV. The value obtained for the HOMO-LUMO gap is 10.7 eV. Its strongest force on any atom is 4.83 eV/Å.

Last columns: bonded neighbours and bond lengths (Å).
Element x y z (Å)
1 O -1.03 1.61 4.80  H2 0.966, H3 0.989
2 H -0.13 1.70 4.47  O1 0.966
3 H -1.34 0.71 4.55  O1 0.989
4 O -2.12 -0.48 0.31  H5 0.959, H6 0.938
5 H -2.58 -0.45 -0.53  O4 0.959
6 H -2.67 -0.51 1.07  O4 0.938
7 O 3.97 -0.03 -1.32  H8 0.957, H9 0.944
8 H 3.16 -0.03 -0.81  O7 0.957
9 H 3.87 -0.55 -2.10  O7 0.944
10 O -1.13 -1.96 -3.74  H11 0.973, H12 0.981
11 H -0.88 -2.67 -4.35  O10 0.973
12 H -0.66 -2.29 -2.94  O10 0.981
13 O -0.84 -0.75 3.32  H14 0.944, H15 0.954
14 H -0.43 0.00 2.91  O13 0.944
15 H -0.11 -1.32 3.56  O13 0.954
16 O -3.65 -1.10 -2.28  H17 0.968, H18 0.972
17 H -4.35 -0.54 -2.63  O16 0.968
18 H -4.00 -2.01 -2.19  O16 0.972
19 O 4.36 -2.17 0.50  H20 0.968, H21 0.946
20 H 5.13 -1.60 0.35  O19 0.968
21 H 4.43 -3.08 0.23  O19 0.946
22 O -3.74 1.80 2.85  H23 0.948, H24 0.961
23 H -3.20 1.89 3.61  O22 0.948
24 H -3.40 2.56 2.36  O22 0.961
25 O -0.72 1.76 0.67  H26 0.967, H27 0.992
26 H -1.66 1.52 0.58  O25 0.967
27 H -0.50 2.64 0.26  O25 0.992
28 O 1.40 -2.82 -1.67  H29 0.968, H30 0.943
29 H 2.18 -3.08 -2.18  O28 0.968
30 H 1.38 -2.19 -0.96  O28 0.943
31 O -2.87 -3.50 -1.50  H32 0.944, H33 0.959
32 H -3.08 -3.22 -2.38  O31 0.944
33 H -2.61 -2.78 -0.93  O31 0.959
34 O -0.75 -4.37 1.74  H35 0.975, H36 0.955
35 H -1.39 -3.95 1.13  O34 0.975
36 H -1.18 -4.26 2.59  O34 0.955
37 O 1.52 1.33 2.85  H38 0.970, H39 0.955
38 H 0.85 1.64 2.21  O37 0.970
39 H 2.26 1.92 2.76  O37 0.955
40 O 1.25 1.43 -2.20  H41 0.966, H42 1.039
41 H 1.71 1.00 -2.94  O40 0.966
42 H 1.34 0.97 -1.28  O40 1.039
43 O -1.99 2.66 -3.30  H44 0.950, H45 0.983
44 H -1.84 2.73 -4.24  O43 0.950
45 H -1.18 2.35 -2.84  O43 0.983
46 O -0.15 4.08 -0.37  H47 0.959, H48 0.982
47 H -0.78 3.95 -1.08  O46 0.959
48 H 0.78 3.88 -0.60  O46 0.982
49 O 1.49 0.12 -0.05  H50 1.004, H51 0.977
50 H 0.50 0.02 -0.08  O49 1.004
51 H 1.34 0.82 0.62  O49 0.977
52 O 2.72 3.40 -1.67  H53 0.945, H54 0.931
53 H 2.95 3.71 -2.53  O52 0.945
54 H 2.24 2.69 -1.30  O52 0.931
55 O 1.69 -1.15 2.34  H56 0.969, H57 0.963
56 H 2.54 -1.44 2.72  O55 0.969
57 H 1.94 -0.59 1.61  O55 0.963